(w)
This record from the OMol25 dataset describes C4H8N2 in the gas phase. The level of theory is wB97M-V/def2-TZVPD.

Summary:
- M: 84.1 g/mol
- LUMO energy: 1.08 eV
- Frontier orbital gap: 10.2217 eV
- Highest occupied orbital energy: -9.14 eV

Cartesian coordinates (Å):
C 1.902 -0.102 -0.045
N 1.081 -1.265 0.283
C 0.635 -0.362 -0.774
C -0.616 0.438 -0.521
C -1.714 -0.100 0.316
N -0.776 0.879 0.855
H 2.854 -0.343 -0.515
H 1.937 0.713 0.674
H 0.557 -1.030 1.128
H 0.712 -0.775 -1.779
H -1.015 1.017 -1.350
H -1.646 -1.119 0.684
H -2.721 0.250 0.095
H -1.190 1.800 0.950

---

(x)
This record from the OMol25 dataset describes C4H8N2 in the gas phase. The level of theory is wB97M-V/def2-TZVPD.

Summary:
- M: 84.1 g/mol
- LUMO energy: 0.79 eV
- Frontier orbital gap: 10.3572 eV
- Highest occupied orbital energy: -9.57 eV

Cartesian coordinates (Å):
C 0.391 0.485 -0.887
C 1.662 0.731 -0.141
C -0.490 -0.458 -0.141
C -1.755 0.093 0.519
N 2.506 -0.068 0.295
N -0.246 -1.700 -0.058
H -0.021 1.505 -0.927
H 0.725 0.125 -1.883
H 1.905 1.794 0.176
H -1.608 0.330 1.565
H -2.541 -0.751 0.538
H -2.031 1.062 0.004
H 2.263 -1.029 0.189
H -0.760 -2.118 0.751

---

(y)
This record from the OMol25 dataset describes 2 unconnected molecules or ions with the total composition C4H8N2. The level of theory is wB97M-V/def2-TZVPD.

Summary:
- M: 84.1 g/mol
- LUMO energy (spin up / spin down): 0.14 / -0.11 eV
- Frontier orbital gap (spin up / spin down): 9.6277 / 8.5948 eV
- Highest occupied orbital energy (spin up / spin down): -9.49 / -8.71 eV

Cartesian coordinates (Å):
C 2.155 2.173 -0.076
C -0.583 -0.493 -0.461
C -2.077 -1.030 -0.460
C 0.078 -0.934 0.821
N 2.354 1.013 -0.407
N -0.085 0.131 -1.363
H 3.057 2.891 0.085
H 1.195 2.663 0.038
H -2.623 -0.286 -1.109
H -2.280 -1.017 0.650
H -1.899 -2.004 -0.904
H -0.265 -0.172 1.569
H -0.165 -2.116 0.926
H 1.137 -0.820 0.693

---

Stability summary: most stable (x), least stable (y).

---

(w)
This record from the OMol25 dataset describes a molecular structure, C4H8N2. The level of theory is wB97M-V/def2-TZVPD.

Summary:
- M: 84.1 g/mol
- LUMO energy: 0.35 eV
- Frontier orbital gap: 7.6927 eV
- Highest occupied orbital energy: -7.34 eV

Cartesian coordinates (Å):
C 1.677 -0.228 0.227
N 0.215 -0.236 0.363
C -0.553 0.733 -0.439
C -1.327 -1.147 -0.219
C -0.528 2.079 0.042
N -0.582 3.143 0.516
H 1.940 -0.580 -0.774
H 2.143 -0.881 0.971
H 2.035 0.805 0.345
H -0.058 -0.157 1.335
H -0.339 0.633 -1.499
H -1.275 -1.314 -1.290
H -1.045 -2.056 0.325
H -2.305 -0.794 0.096

---

(x)
This record from the OMol25 dataset describes C4H8N2 in the gas phase. The level of theory is wB97M-V/def2-TZVPD.

Summary:
- M: 84.1 g/mol
- LUMO energy: 0.85 eV
- Frontier orbital gap: 10.2149 eV
- Highest occupied orbital energy: -9.36 eV

Cartesian coordinates (Å):
C -0.697 -1.225 0.817
N -0.150 0.058 0.420
C 1.301 0.091 0.475
C -0.618 0.437 -0.897
C -0.370 1.870 -1.137
N -0.156 2.995 -1.302
H -0.445 -2.047 0.121
H -1.786 -1.145 0.893
H -0.306 -1.483 1.806
H 1.646 1.106 0.253
H 1.771 -0.605 -0.249
H 1.639 -0.169 1.482
H -1.696 0.257 -0.972
H -0.132 -0.140 -1.710

---

Stability summary: most stable (x), least stable (w).

---

(w)
This record from the OMol25 dataset describes C4H8N2 in the gas phase. The level of theory is wB97M-V/def2-TZVPD.

Summary:
- M: 84.1 g/mol
- LUMO energy: 1.06 eV
- Frontier orbital gap: 10.3064 eV
- Highest occupied orbital energy: -9.24 eV

Cartesian coordinates (Å):
C -0.679 0.136 1.638
N 0.657 0.700 1.735
C -0.138 0.972 0.538
C -0.245 0.126 -0.713
C 0.649 -0.242 -1.826
N 0.522 -1.108 -0.651
H -1.492 0.497 2.253
H -0.712 -0.941 1.429
H 1.349 -0.032 1.598
H -0.399 2.031 0.455
H -1.312 0.072 -0.947
H 1.598 0.258 -1.974
H 0.185 -0.614 -2.744
H -0.049 -1.925 -0.840

---

(x)
This record from the OMol25 dataset describes C4H8N2 in the gas phase. The level of theory is wB97M-V/def2-TZVPD.

Summary:
- M: 84.1 g/mol
- LUMO energy: 0.69 eV
- Frontier orbital gap: 7.4214 eV
- Highest occupied orbital energy: -6.73 eV

Cartesian coordinates (Å):
C 0.482 -1.218 0.224
C 0.971 0.986 0.259
C -0.473 1.265 0.209
C -0.954 -0.982 0.028
H 0.805 -1.952 -0.635
H 0.873 -1.612 1.237
H 0.811 -0.119 -1.385
H 1.521 1.883 -0.401
H 1.026 0.972 1.221
H -0.627 2.136 -0.491
H -2.378 0.594 -0.430
H -1.849 -1.715 0.300
N 1.299 -0.331 -0.394
N -1.347 0.260 -0.140

---

(y)
This record from the OMol25 dataset describes C4H8N2 in the gas phase. The level of theory is wB97M-V/def2-TZVPD.

Summary:
- M: 84.1 g/mol
- LUMO energy: 0.96 eV
- Frontier orbital gap: 10.2005 eV
- Highest occupied orbital energy: -9.25 eV

Cartesian coordinates (Å):
C 0.108 1.735 -0.676
C 0.947 -1.663 0.049
C -0.894 0.800 -0.053
C 0.279 -0.900 1.149
N -0.470 0.089 1.046
N -2.085 0.802 -0.476
H -2.699 0.141 -0.003
H 0.449 -1.276 2.157
H 0.551 1.258 -1.548
H 0.894 1.981 0.025
H -0.406 2.636 -1.009
H 0.925 -1.106 -0.887
H 0.424 -2.611 -0.101
H 1.977 -1.889 0.327

---

Stability summary: most stable (y), least stable (x).

---

(w)
This record from the OMol25 dataset describes C4H8N2 in the gas phase. The level of theory is wB97M-V/def2-TZVPD.

Summary:
- M: 84.1 g/mol
- LUMO energy: 0.85 eV
- Frontier orbital gap: 11.1849 eV
- Highest occupied orbital energy: -10.34 eV

Cartesian coordinates (Å):
C -0.775 1.072 -0.566
C -0.060 -0.117 0.087
C 1.464 0.036 -0.031
N -0.471 -1.346 -0.591
C -0.460 -0.144 1.526
N -0.822 -0.208 2.623
H -1.853 0.889 -0.625
H -0.386 1.219 -1.577
H -0.617 1.984 0.020
H 1.757 -0.252 -1.046
H 2.001 -0.597 0.684
H 1.762 1.073 0.145
H -0.061 -2.154 -0.129
H -1.480 -1.454 -0.521

---

(x)
This record from the OMol25 dataset describes C4H8N2 in the gas phase. The level of theory is wB97M-V/def2-TZVPD.

Summary:
- M: 84.1 g/mol
- LUMO energy: 1.02 eV
- Frontier orbital gap: 10.7457 eV
- Highest occupied orbital energy: -9.73 eV

Cartesian coordinates (Å):
C 1.926 0.015 0.271
N 0.606 -0.587 0.437
C -0.362 0.024 -0.445
C -1.729 -0.656 -0.437
C -0.603 1.437 0.057
N -0.804 2.286 0.826
H 2.355 -0.293 -0.690
H 2.580 -0.379 1.045
H 1.928 1.120 0.310
H 0.259 -0.475 1.386
H 0.052 -0.051 -1.459
H -2.365 -0.130 -1.157
H -1.684 -1.710 -0.712
H -2.159 -0.602 0.566

---

(y)
This record from the OMol25 dataset describes 3 unconnected molecules or ions with the total composition C4H8N2. The level of theory is wB97M-V/def2-TZVPD.

Summary:
- M: 84.1 g/mol
- LUMO energy (spin up / spin down): -0.09 / -0.09 eV
- Frontier orbital gap (spin up / spin down): 9.3590 / 9.3584 eV
- Highest occupied orbital energy (spin up / spin down): -9.45 / -9.45 eV

Cartesian coordinates (Å):
C -0.743 1.826 0.068
C -0.429 0.467 -0.391
N 0.833 0.032 -0.001
C 1.109 -1.353 -0.296
C -0.005 -2.300 -0.124
N -0.936 -2.976 0.015
H -1.632 2.442 -0.087
H 0.070 2.513 0.326
H -0.562 1.266 1.728
H -1.297 -0.213 -0.363
H -0.372 0.928 -1.434
H 0.574 0.500 1.540
H 1.934 -1.659 0.356
H 1.457 -1.473 -1.337

---

(z)
This record from the OMol25 dataset describes C4H8N2 in the gas phase. The level of theory is wB97M-V/def2-TZVPD.

Summary:
- M: 84.1 g/mol
- LUMO energy: 0.79 eV
- Frontier orbital gap: 10.1735 eV
- Highest occupied orbital energy: -9.38 eV

Cartesian coordinates (Å):
C -0.704 0.185 -0.373
C 0.713 -0.199 -0.036
C -1.737 -0.835 -0.071
C 1.725 0.889 0.082
N -0.886 1.341 -0.795
N 0.913 -1.399 0.314
H -2.749 -0.759 -0.512
H -1.484 -1.871 -0.385
H -1.897 -0.919 0.998
H 2.556 0.576 0.591
H 1.163 1.822 0.506
H 1.950 1.342 -0.861
H -1.875 1.742 -0.815
H 1.881 -1.708 0.538

---

Stability summary: most stable (w), least stable (y).

---

(w)
This record from the OMol25 dataset describes a molecular structure, C4H8N2. The level of theory is wB97M-V/def2-TZVPD.

Summary:
- M: 84.1 g/mol
- LUMO energy: 1.11 eV
- Frontier orbital gap: 9.6476 eV
- Highest occupied orbital energy: -8.54 eV

Cartesian coordinates (Å):
C 1.286 -0.797 -0.649
C 0.093 -1.287 -0.627
C 1.069 -0.056 0.686
C -0.373 -0.500 0.517
N -1.046 1.704 -0.578
N -1.465 0.586 0.263
H 2.110 -0.753 -1.267
H -0.436 -2.099 -1.199
H 1.568 -0.592 1.461
H 1.309 1.077 0.831
H -0.819 -1.032 1.407
H -0.477 2.079 0.170
H -0.385 1.278 -1.243
H -2.435 0.391 0.229

---

(x)
This record from the OMol25 dataset describes 2 unconnected molecules or ions with the total composition C4H8N2. The level of theory is wB97M-V/def2-TZVPD.

Summary:
- M: 84.1 g/mol
- LUMO energy: 0.81 eV
- Frontier orbital gap: 7.5580 eV
- Highest occupied orbital energy: -6.75 eV

Cartesian coordinates (Å):
C -0.569 -1.073 1.712
C -0.151 -0.584 -1.403
N -0.228 0.744 -1.285
C 0.685 1.677 -1.072
C 1.591 0.347 1.527
N 0.622 -0.310 1.606
H -1.399 -0.522 1.267
H -0.785 -1.274 2.765
H -0.452 -2.013 1.169
H 0.825 -1.048 -1.370
H -1.038 -1.122 -1.703
H -1.174 1.106 -1.357
H 0.355 2.688 -0.891
H 1.719 1.384 -0.965

---

Stability summary: most stable (x), least stable (w).

---

(w)
This record from the OMol25 dataset describes a molecular structure, C4H8N2. The level of theory is wB97M-V/def2-TZVPD.

Summary:
- M: 84.1 g/mol
- LUMO energy: 1.09 eV
- Frontier orbital gap: 9.5280 eV
- Highest occupied orbital energy: -8.44 eV

Cartesian coordinates (Å):
C -0.911 -1.222 -0.760
N -1.568 0.106 -0.506
C -0.474 0.658 -1.259
C 0.166 -0.488 -1.496
C 1.377 0.948 1.573
N 0.316 0.331 1.884
H -1.535 -1.851 -1.404
H -0.584 -1.780 0.117
H -1.492 0.346 0.484
H -0.336 1.645 -1.677
H 0.921 -0.774 -2.201
H 1.289 1.864 0.986
H 2.395 0.641 1.847
H 0.525 -0.499 2.441

---

(x)
This record from the OMol25 dataset describes C4H8N2 in the gas phase. The level of theory is wB97M-V/def2-TZVPD.

Summary:
- M: 84.1 g/mol
- LUMO energy: -0.13 eV
- Frontier orbital gap: 8.3250 eV
- Highest occupied orbital energy: -8.46 eV

Cartesian coordinates (Å):
C -1.567 0.751 -0.390
N -0.556 1.756 -0.184
C -0.226 0.617 -1.074
C 0.766 -0.439 -0.872
C 1.385 -0.473 0.483
N 0.356 -1.399 1.036
H -2.398 1.060 -1.023
H -1.835 0.089 0.430
H -0.133 1.609 0.730
H -0.274 0.882 -2.128
H -0.188 -1.728 0.224
H 1.430 0.458 1.067
H 2.387 -0.920 0.481
H 0.830 -2.247 1.332

---

(y)
This record from the OMol25 dataset describes C4H8N2 in the gas phase. The level of theory is wB97M-V/def2-TZVPD.

Summary:
- M: 84.1 g/mol
- LUMO energy: 0.89 eV
- Frontier orbital gap: 10.5862 eV
- Highest occupied orbital energy: -9.70 eV

Cartesian coordinates (Å):
C -1.811 0.248 0.100
C -0.574 -0.615 -0.169
C 0.771 -0.005 0.307
N 1.926 -0.770 -0.091
C 0.850 1.409 -0.147
N 0.840 2.476 -0.596
H -1.697 1.251 -0.320
H -2.033 0.358 1.170
H -2.695 -0.202 -0.364
H -0.677 -1.577 0.348
H -0.475 -0.831 -1.236
H 0.678 -0.022 1.395
H 2.331 -0.595 -0.995
H 2.568 -1.124 0.596

---

(z)
This record from the OMol25 dataset describes C4H8N2 in the gas phase. The level of theory is wB97M-V/def2-TZVPD.

Summary:
- M: 84.1 g/mol
- LUMO energy: 0.84 eV
- Frontier orbital gap: 10.6883 eV
- Highest occupied orbital energy: -9.84 eV

Cartesian coordinates (Å):
C 1.376 1.205 0.054
C 0.076 0.575 0.611
C -0.342 -0.808 -0.032
N -1.657 -1.390 0.186
C -0.159 -0.743 -1.501
N -0.061 -0.572 -2.642
H 1.368 1.241 -1.040
H 2.293 0.680 0.361
H 1.486 2.239 0.407
H 0.204 0.424 1.697
H -0.765 1.252 0.466
H 0.436 -1.397 0.433
H -2.438 -0.784 -0.032
H -1.816 -1.923 1.031

---

Stability summary: most stable (y), least stable (x).